1.
C5H6N | ωB97M-V with the def2-TZVPD basis set

Last column: Mulliken charge in e.
Element x y z (Å)
C 2.5639 -0.2679 0.1123  0.099
C 1.7159 -1.1046 0.0560  -0.486
C 0.3455 -1.5205 0.0585  0.240
N -0.7368 -0.7496 0.1489  -0.201
C -1.4179 0.5303 -0.0864  0.048
C -1.2100 1.8626 -0.1880  -0.490
H 3.4537 0.3786 0.0701  0.396
H 0.1131 -2.6180 0.0531  0.352
H -1.6308 -1.3985 0.2913  0.298
H -2.3079 0.2142 0.3224  0.223
H -2.0765 2.5487 -0.0614  0.240
H -0.3023 2.3878 -0.2208  0.279

electronic energy: -248.4366 hartree
charge: +1
HOMO level: -14.66 eV

---

2.
C6H15O | ωB97M-V with the def2-TZVPD basis set

Last column: Mulliken charge in e.
Element x y z (Å)
C 0.5132 2.3082 0.8858  -0.412
O 0.4208 1.8159 -0.3652  -0.866
C 1.9956 2.4896 1.3614  -0.947
H 0.0038 1.6520 1.6403  0.110
H 0.0347 3.3108 1.0246  0.327
H 2.2407 1.9016 2.2529  0.240
H 2.3128 3.5232 1.5237  0.311
H 2.6000 2.0916 0.5438  0.247
C 0.6309 -1.0794 -0.2461  -1.273
C -0.8844 -1.2281 -0.2603  0.945
C -1.4915 -0.3980 -1.3893  -1.408
C -1.2578 -2.7013 -0.4355  -1.502
H 1.0376 -1.5766 0.6390  0.318
H 1.1343 -1.4696 -1.1369  0.355
H 0.9010 0.0146 -0.2447  0.286
H -1.2689 -0.7980 0.6643  0.172
H -2.5836 -0.4732 -1.4046  0.354
H -1.1347 -0.7794 -2.3514  0.292
H -1.1421 0.6323 -1.3105  0.371
H -0.9773 -3.2673 0.4588  0.356
H -2.3385 -2.8299 -0.5589  0.397
H -0.7467 -3.1389 -1.2912  0.326

electronic energy: -312.8207 hartree
charge: -1
HOMO level: -2.50 eV

---

Short version: energy above the lowest of the compared OMol25 structures with the same formula, charge and spin = 470.2 24.4 kJ/mol, in the order given.